Entry 1:
ORCA calculation (wB97M-V/def2-TZVPD) on a structure of composition C6H10O at a distorted geometry.

Last column: natural (NBO) charge in e.
Cartesian coordinates (Å):
O -0.36921 1.38193 0.75045  -0.53
C -1.39183 0.75729 0.01132  -0.10
C -0.83024 -0.50617 -0.60672  -0.23
C 0.25795 -0.42516 -1.62238  -0.24
C 0.34762 -0.92480 0.89798  -0.40
C 0.16963 0.40650 1.60831  -0.12
C 1.36976 0.28815 -1.42464  -0.39
H 1.10112 -1.13271 0.18194  0.21
H -0.54702 0.20396 2.42319  0.16
H -2.21562 0.44576 0.67679  0.16
H 0.26137 -1.20535 -2.38369  0.20
H 2.29012 0.05785 -1.94609  0.20
H 0.54080 -1.66884 1.70645  0.21
H -1.66338 -1.11400 -1.00669  0.22
H 1.40639 1.06399 -0.66571  0.21
H 1.05610 0.85345 2.07059  0.21
H -1.78356 1.51814 -0.67109  0.20

Calculated values
**HOMO-LUMO gap**: 10.204 eV
**Calculated total energy**: -309.72917 hartree
**LUMO energy**: 0.0382 Ha
**Relative energy (zero: lowest compared OMol25 entry of this formula, charge and spin)**: 71.0 kcal/mol
**E_HOMO**: -0.33679 hartree
**Max |F|**: 1.684 eV/Å

Entry 2:
ORCA calculation (wB97M-V/def2-TZVPD) on a cluster of 3 separate species, C6H10O in total at a distorted geometry.

Last column: natural (NBO) charge in e.
Cartesian coordinates (Å):
O -1.08567 1.45915 0.65881  -0.50
C 0.33262 1.25872 0.67961  -0.13
C 0.58895 -0.07436 0.00608  0.04
C -0.68239 -0.76370 0.08416  -0.24
C -1.60599 0.41330 -0.12121  0.02
C 1.81020 -0.79305 0.12209  -0.62
C -0.91070 0.34513 -1.42703  -0.34
H -0.89052 -1.72078 -0.37422  0.24
H -1.27938 -0.35816 -2.17561  0.23
H -0.38714 1.20587 -1.82824  0.24
H 0.68669 1.24462 1.72084  0.21
H 0.83586 -1.90581 1.23727  0.07
H -0.33317 -1.46109 1.61178  -0.08
H 0.83202 2.07988 0.15095  0.19
H -2.67978 0.28911 -0.01118  0.22
H 2.56356 -0.31965 0.76241  0.21
H 2.28480 -1.14050 -0.80699  0.23

Calculated values
**HOMO-LUMO gap**: 8.586 eV
**Calculated total energy**: -309.56953 hartree
**LUMO energy**: 0.0189 Ha
**Relative energy (zero: lowest compared OMol25 entry of this formula, charge and spin)**: 171.2 kcal/mol
**E_HOMO**: -0.29666 hartree
**Max |F|**: 1.824 eV/Å

Entry 3:
ORCA calculation (wB97M-V/def2-TZVPD) on a structure of composition C6H10O.

Last column: natural (NBO) charge in e.
Cartesian coordinates (Å):
O 0.04221 1.06874 1.36084  -0.64
C 1.92683 -0.54182 -0.07433  -0.61
C 0.49494 -2.33213 1.26551  -0.41
C 0.06880 0.13871 0.40163  0.52
C -0.43470 0.67061 -0.91098  -0.46
C -1.93518 0.97226 -0.79844  -0.60
C 0.47776 -1.15548 0.66996  -0.29
H 0.20204 0.61654 2.20697  0.51
H 0.10958 1.58583 -1.17305  0.22
H -2.49995 0.06804 -0.54919  0.22
H -0.25612 -0.07451 -1.68893  0.23
H 2.54322 -1.27467 0.44656  0.28
H -2.31150 1.35363 -1.75199  0.22
H 2.30426 0.46489 0.14084  0.21
H 1.91613 -0.72352 -1.14951  0.22
H -2.12772 1.72405 -0.02825  0.22
H -0.52059 -2.56115 1.63237  0.16

Calculated values
**HOMO-LUMO gap**: 7.878 eV
**Calculated total energy**: -309.67024 hartree
**LUMO energy**: 0.0176 Ha
**Relative energy (zero: lowest compared OMol25 entry of this formula, charge and spin)**: 108.0 kcal/mol
**E_HOMO**: -0.27191 hartree
**Max |F|**: 0.441 eV/Å

Entry 4:
ORCA calculation (wB97M-V/def2-TZVPD) on an isolated molecule of C6H10O at a distorted geometry.

Last column: natural (NBO) charge in e.
Cartesian coordinates (Å):
O -0.23516 1.55884 1.94536  -0.72
C 1.11457 0.02506 0.71650  -0.43
C -0.04681 -1.21664 -1.14049  -0.45
C -1.02744 -0.08119 -1.21995  -0.16
C 0.55994 -1.33714 0.25460  -0.39
C 0.11421 1.23001 0.61496  0.08
C -0.97268 0.97942 -0.41261  -0.26
H -0.20772 -1.69604 0.95443  0.20
H -1.79789 -0.12671 -1.99318  0.21
H 1.37136 -2.08295 0.26027  0.21
H -0.54676 -2.14490 -1.42971  0.22
H -1.18148 1.48953 1.85699  0.46
H 1.94344 0.31121 0.07962  0.21
H -1.69685 1.78046 -0.57706  0.21
H 1.51235 -0.09031 1.73895  0.23
H 0.34234 2.44934 0.22782  0.17
H 0.75456 -1.04799 -1.87649  0.21

Calculated values
**SMILES**: O[C@@H]1C=CCCC1
**HOMO-LUMO gap**: 10.220 eV
**Calculated total energy**: -309.79451 hartree
**LUMO energy**: 0.0358 Ha
**Relative energy (zero: lowest compared OMol25 entry of this formula, charge and spin)**: 30.0 kcal/mol
**E_HOMO**: -0.33978 hartree
**Max |F|**: 3.770 eV/Å

Entry 5:
ORCA calculation (wB97M-V/def2-TZVPD) on an isolated molecule of C6H10O.

Last column: natural (NBO) charge in e.
Cartesian coordinates (Å):
O -0.47258 1.33217 -0.70457  -0.53
C 0.86354 1.52243 -0.24422  -0.06
C -0.85150 -0.04813 -0.70478  0.10
C 1.51990 0.15935 -0.15877  -0.26
C -1.94801 -0.35546 0.34351  -0.64
C 0.99823 -0.79059 0.87608  -0.42
C 0.45138 -0.83093 -0.51974  -0.25
H -1.31332 -0.26365 -1.67077  0.18
H 0.67442 -1.67341 -1.16943  0.23
H 2.54663 0.04770 -0.49957  0.23
H -2.95826 -0.24701 -0.07144  0.21
H 1.40446 2.16233 -0.95342  0.18
H 1.64158 -1.60143 1.20084  0.22
H 0.83903 2.03632 0.72689  0.17
H -1.85879 -1.38539 0.70942  0.21
H 0.34090 -0.38981 1.64462  0.21
H -1.87760 0.32552 1.19535  0.22

Calculated values
**SMILES**: C[C@H]1OC[C@H]2C[C@H]21
**HOMO-LUMO gap**: 10.576 eV
**Calculated total energy**: -309.81151 hartree
**LUMO energy**: 0.0411 Ha
**Relative energy (zero: lowest compared OMol25 entry of this formula, charge and spin)**: 19.4 kcal/mol
**E_HOMO**: -0.34754 hartree
**Max |F|**: 0.403 eV/Å

Entry 6:
ORCA calculation (wB97M-V/def2-TZVPD) on an isolated molecule of C6H10O.

Last column: natural (NBO) charge in e.
Cartesian coordinates (Å):
O 0.54106 0.49084 1.08634  -0.55
C -0.50467 1.45440 -0.53975  -0.47
C 0.81504 0.63950 -0.50260  0.04
C -0.18876 -1.63372 -0.64355  -0.52
C -0.56278 1.41356 0.98357  -0.09
C 0.91549 -0.67345 -1.03348  -0.43
C -0.00852 -1.43887 0.80020  -0.04
H 1.90772 -1.09272 -1.17609  0.20
H -0.32337 2.36378 1.47421  0.19
H -1.47063 0.99890 1.44096  0.18
H 0.06655 -2.64925 -0.96169  0.24
H 0.84535 -1.91650 1.26651  0.21
H 1.71022 1.24884 -0.64049  0.21
H -0.41735 2.44547 -0.99279  0.21
H -0.81823 -1.17180 1.47818  0.19
H -1.31390 0.90881 -1.03368  0.21
H -1.19322 -1.38780 -1.00585  0.21

Calculated values
**HOMO-LUMO gap**: 7.387 eV
**Calculated total energy**: -309.66876 hartree
**LUMO energy**: 0.0219 Ha
**Relative energy (zero: lowest compared OMol25 entry of this formula, charge and spin)**: 108.9 kcal/mol
**E_HOMO**: -0.24955 hartree
**Max |F|**: 0.273 eV/Å

The lowest LUMO energy belongs to which entry? number 3

Which of these has the lowest E_HOMO? number 5

Which of these has the highest relative energy (zero: lowest compared OMol25 entry of this formula, charge and spin)? number 2

What is the max |F| in the sixth record? 0.273 eV/Å